1.
Here is a structure of composition C5H10O4 in a non-equilibrium geometry from the Open Molecules 2025 dataset. Energies are from wB97M-V/def2-TZVPD.

The geometry in ORCA input format:
```
! wB97M-V def2-TZVPD RIJCOSX def2/J DEFGRID3
* xyz 0 1
C -0.3478 0.3187 1.2080
C -0.6196 -0.3349 -0.5616
C -1.5989 0.3904 1.9055
C 0.6867 1.4181 1.4022
C 0.4796 -0.6097 -1.5172
O -1.5101 -1.2754 -0.5267
O 0.1453 -1.4930 -2.5229
O 0.8263 0.6032 -1.9632
O 1.6841 -1.1691 -0.9611
H -2.4181 -0.0570 1.2803
H -1.9545 1.3359 1.9551
H -1.6126 -0.0250 2.9581
H 0.9336 1.7825 0.4096
H 1.5088 0.9515 1.8587
H 0.2130 2.2197 1.9183
H -1.2380 -1.8755 -1.1646
H 0.8399 -2.1714 -2.6729
H 1.6842 0.5671 -2.4872
H 2.2979 -0.5761 -0.5185
*
```

Values from the calculation:
* ΔE to the lowest compared entry with this formula, charge and spin: 136.5 kcal per mole
* maximum force: 0.1245 Eh/bohr
* gap between HOMO and LUMO (spin up / spin down): 8.04 / 7.62 eV

***

2.
Here is a structure of composition C5H10O4S2 in a non-equilibrium geometry from the Open Molecules 2025 dataset. Energies are from wB97M-V/def2-TZVPD.

The geometry in ORCA input format:
```
! wB97M-V def2-TZVPD RIJCOSX def2/J DEFGRID3
* xyz 0 1
C 1.5870 1.7407 -0.5666
C 1.0097 1.3462 0.7266
C -0.7583 -1.0101 0.6602
C -1.7419 -0.4836 1.3382
C -1.0664 -2.1492 -0.2428
O 1.1146 0.7915 -3.0074
O -0.8150 1.0934 -1.3739
O 1.8424 -1.1413 0.1559
O 1.0645 -0.7272 2.3780
S 0.7556 0.4112 -1.6696
S 0.9312 -0.4327 0.9670
H 1.1714 2.6158 -1.0490
H 2.6289 1.7188 -0.7202
H 1.4713 1.7782 1.5936
H -0.1620 1.4596 0.7232
H -1.6821 0.5112 1.9403
H -2.7438 -0.9323 1.4232
H -1.3759 0.5682 -1.9174
H -1.9463 -1.9556 -0.8097
H -1.1747 -3.0053 0.3170
H -0.1101 -2.1974 -0.8664
*
```

Values from the calculation:
* ΔE to the lowest compared entry with this formula, charge and spin: 76.7 kcal per mole
* maximum force: 0.0798 Eh/bohr
* gap between HOMO and LUMO: 9.73 eV

***

3.
Here is an isolated molecule of C5H10O5 in a non-equilibrium geometry from the Open Molecules 2025 dataset. Energies are from wB97M-V/def2-TZVPD.

The geometry in ORCA input format:
```
! wB97M-V def2-TZVPD RIJCOSX def2/J DEFGRID3
* xyz 0 1
O -2.1623 -1.1538 -1.8437
C -1.2452 -1.1534 -1.0590
O -0.3444 -2.5006 -1.0868
C -1.2834 -0.4184 0.2628
C 0.0357 0.2860 0.5950
C -0.1018 1.1617 1.8322
O 1.1508 1.5733 2.3215
O 0.4174 1.1207 -0.4875
C 1.2551 0.5318 -1.4344
O 0.5852 -0.4346 -2.2084
H 0.0612 -2.6260 -0.2209
H -1.5316 -1.1337 1.0601
H -2.0899 0.3241 0.2021
H 0.8316 -0.4543 0.7854
H -0.5937 0.5849 2.6257
H -0.7396 2.0288 1.5902
H 1.3777 2.4150 1.9116
H 2.1055 0.0581 -0.9172
H 1.5660 1.3303 -2.1169
H 0.7058 -1.5397 -1.8117
*
```

Values from the calculation:
* ΔE to the lowest compared entry with this formula, charge and spin: 60.4 kcal per mole
* SMILES string: O=C(O)C[C@H](CO)OCO
* maximum force: 0.0843 Eh/bohr
* gap between HOMO and LUMO: 10.72 eV

***

4.
Here is the ion C5H10O5P with charge +1 in a non-equilibrium geometry from the Open Molecules 2025 dataset. Energies are from wB97M-V/def2-TZVPD.

The geometry in ORCA input format:
```
! wB97M-V def2-TZVPD RIJCOSX def2/J DEFGRID3
* xyz 1 1
C 0.6515 -0.4724 2.5539
C -0.6615 -0.1408 1.7353
C -0.8036 0.5475 -2.7101
C 1.9450 -0.5250 1.6735
C 0.4586 0.2920 -1.9793
O 1.5904 0.1612 0.3860
O -0.6078 -1.0115 0.3818
O -0.5922 1.1709 0.9632
O -1.8357 -0.2967 2.2632
O 2.9229 0.2710 2.1631
P 0.1374 0.2753 -0.1875
H 0.8936 0.3325 3.2859
H -1.6816 0.0085 -2.2671
H -1.1361 1.6560 -2.8430
H -0.7147 0.3353 -3.8478
H 2.5023 -1.5665 1.7530
H 0.6040 -1.4878 3.1403
H 1.3855 0.8746 -2.1801
H 0.9666 -0.6894 -2.0509
H -2.5316 0.2493 1.8782
H 3.1017 1.0121 1.4162
*
```

Values from the calculation:
* ΔE to the lowest compared entry with this formula, charge and spin: 43.5 kcal per mole
* maximum force: 0.0845 Eh/bohr
* gap between HOMO and LUMO: 10.64 eV

***

5.
Here is a structure of composition C5H10OPSc in a non-equilibrium geometry from the Open Molecules 2025 dataset. Energies are from wB97M-V/def2-TZVPD.

The geometry in ORCA input format:
```
! wB97M-V def2-TZVPD RIJCOSX def2/J DEFGRID3
* xyz 0 1
C 0.8044 -0.5642 -1.2897
C -0.2825 0.0980 -2.0233
C -0.3692 1.4331 -1.6664
C 0.7222 1.7162 -0.8397
C 1.4748 0.4490 -0.4670
Sc -0.6154 0.1073 0.2717
P 0.6186 -1.8057 1.4992
H 1.1705 -1.5833 -1.5185
H -1.0225 -0.3856 -2.6552
H -1.1088 2.1943 -2.0478
H 2.3638 0.3839 0.2046
H 1.1005 2.7564 -0.6955
H 1.9968 -1.6532 1.9794
H 0.7797 -2.9638 0.6683
H -0.1257 -2.3560 2.5960
O -2.4170 0.6724 1.5780
H -2.2892 1.4600 2.1704
H -2.8009 0.0413 2.2357
*
```

Values from the calculation:
* ΔE to the lowest compared entry with this formula, charge and spin: 0.0 kcal per mole
* maximum force: 0.0601 Eh/bohr
* gap between HOMO and LUMO (spin up / spin down): 6.07 / 4.25 eV

***

6.
Here is an isolated molecule of C5H10OS in a non-equilibrium geometry from the Open Molecules 2025 dataset. Energies are from wB97M-V/def2-TZVPD.

The geometry in ORCA input format:
```
! wB97M-V def2-TZVPD RIJCOSX def2/J DEFGRID3
* xyz 0 1
C -1.4279 1.4276 -0.3238
C -0.1435 0.5256 -0.3013
C -0.6657 -0.7529 0.4359
C 1.2099 1.0918 0.2544
C -0.1718 -2.0663 -0.1026
O -3.5229 0.0888 0.7064
S -2.5268 -0.1469 -0.3449
H -1.6137 1.9495 0.6455
H -1.7289 1.9403 -1.2316
H 0.0649 0.3243 -1.3295
H -0.6684 -0.7944 1.5135
H 1.6573 1.4330 -0.6796
H 1.8574 0.4144 0.6319
H 1.0445 1.9108 0.9421
H 0.9969 -2.1406 -0.0131
H -0.3523 -2.2917 -1.1917
H -0.2512 -3.0957 0.4240
*
```

Values from the calculation:
* ΔE to the lowest compared entry with this formula, charge and spin: 61.6 kcal per mole
* maximum force: 0.0881 Eh/bohr
* gap between HOMO and LUMO: 9.34 eV

***

Q: maximum force of number 2 (C5H10O4S2)?
A: 0.0798 Eh/bohr

***

Q: The highest ΔE to the lowest compared entry with this formula, charge and spin belongs to which entry?
A: C5H10O4

***

Q: Which value of ΔE to the lowest compared entry with this formula, charge and spin does entry 4 give?
A: 43.5 kcal per mole